Record 1
Entry from the Open Molecules 2025 dataset: C19H47AlBeClCsF4KNO16PS4 as an isolated structure (ωB97M-V/def2-TZVPD).

## Properties
**HOMO energy**: -0.3163 hartree
**Maximum force**: 17.45 eV Å⁻¹
**Charge**: +1

Structure (XYZ):
```
97
C19H47AlBeClCsF4KNO16PS4, DFT ωB97M-V/def2-TZVPD
C -4.2642 0.7597 -0.8656
C -4.8051 -0.6490 -1.1425
O -3.6770 -1.5501 -1.0303
S -4.0763 -3.0505 -0.8315
O -2.7831 -3.6722 -0.4704
O -5.0125 -3.1729 0.2235
N -4.7485 -3.7096 -2.0890
S -3.7685 -3.8809 -3.3900
O -4.6100 -4.2072 -4.4860
O -2.7566 -4.8741 -3.2110
C -2.9253 -2.3509 -3.8340
S -1.1477 -2.4003 -3.5415
O -0.4757 -2.0799 -4.8092
O -0.8640 -1.4312 -2.5381
H -3.4173 0.6899 -0.1859
H -3.9031 1.2510 -1.7634
H -5.0447 1.3270 -0.3681
H -5.2306 -0.6529 -2.1455
H -5.5708 -0.8448 -0.3996
H -3.3527 -1.4617 -3.3845
H -3.0566 -2.2363 -4.9081
H -0.7446 -3.6472 -3.1933
Be -2.3658 -5.1976 -0.0326
C -8.3450 -4.3793 -1.9306
O -7.2067 -5.1103 -1.5744
H -9.2145 -5.0585 -1.9822
H -8.5320 -3.6050 -1.1742
H -8.1826 -3.9142 -2.9122
H -6.4578 -4.4850 -1.5347
C 0.1317 -1.2132 1.6272
C 0.5546 -1.0908 3.0951
C -0.0649 -2.2723 3.8553
S -0.2397 -3.5980 2.6585
O -1.6562 -3.8641 2.4659
O 0.6832 -4.6546 2.9655
C 0.3649 -2.6721 1.2496
H 0.6974 -0.5394 0.9861
H -0.9283 -0.9660 1.5255
H 1.6413 -1.1384 3.1634
H 0.2426 -0.1413 3.5253
H 0.5694 -2.6131 4.6694
H -1.0558 -2.0307 4.2356
H -0.1698 -2.9755 0.3511
H 1.4273 -2.8896 1.1459
Cl -1.1610 -3.8220 -5.9423
F -8.5776 -9.1608 -0.8140
Al -7.9567 -8.6432 -2.3578
F -7.4248 -6.9854 -2.2672
F -9.1782 -8.7400 -3.4980
F -6.6595 -9.5919 -2.7761
K -10.5249 -3.4521 -2.6984
Cs -7.8532 -6.6834 -0.3341
O 2.6806 2.0819 2.2375
P 3.9498 2.8568 2.2723
O 4.5837 2.6617 0.7850
C 3.9431 3.3006 -0.3278
C 4.1940 4.7960 -0.3513
O 4.8775 1.8349 3.1530
C 4.3160 0.7871 3.9319
C 4.3838 -0.5202 3.1729
O 4.8319 4.1332 2.6968
C 6.1851 4.0818 3.1901
C 7.1928 3.5229 2.2144
H 2.8699 3.0898 -0.3078
H 4.3530 2.8428 -1.2274
H 3.7120 5.2878 0.4973
H 3.7998 5.2377 -1.2661
H 5.2610 5.0088 -0.2836
H 3.2954 1.0239 4.2302
H 4.9077 0.7130 4.8469
H 3.9265 -0.4324 2.1861
H 3.8773 -1.3144 3.7267
H 5.4207 -0.8184 3.0125
H 6.2202 3.5578 4.1431
H 6.4439 5.1186 3.4117
H 7.0368 2.4657 2.0208
H 8.2008 3.6479 2.6125
H 7.1323 4.0426 1.2576
C 0.1355 8.1990 -0.6895
C -0.6742 7.5058 -1.7794
C 0.4051 6.7291 -2.5207
O 1.4077 6.3981 -1.5546
C 1.1728 7.1379 -0.3519
H -0.4558 8.5034 0.1725
H 0.6250 9.0859 -1.0972
H -1.3907 6.8151 -1.3279
H -1.2227 8.1907 -2.4240
H 0.8714 7.3413 -3.2994
H 0.0273 5.8145 -2.9794
H 0.7972 6.4427 0.4077
H 2.1121 7.5633 0.0025
C 8.8365 -0.4030 1.6839
O 8.2760 0.6580 0.9167
H 8.9076 -0.0712 2.7168
H 8.1985 -1.2899 1.6359
H 9.8358 -0.6537 1.3197
H 8.2166 0.3569 0.0066
```

Here is what Mulliken gives for the atomic charges, in e: -1.177, -0.361, -0.023, 1.019, -0.214, -0.717, -0.535, 1.133, -0.709, -0.651, -0.897, 0.922, -0.528, -0.489, 0.233, 0.335, 0.365, 0.304, 0.465, 0.183, 0.691, 0.171, 0.522, -1.224, -0.345, 0.436, 0.506, 0.444, 0.323, -0.740, 0.107, -0.798, 1.153, -0.611, -0.691, -0.233, 0.516, 0.146, -0.446, 0.520, 0.404, 0.378, -0.040, 0.348, -0.212, -0.404, 0.626, -0.482, -0.349, -0.312, 1.086, 0.831, -0.744, 0.895, -0.161, -0.373, -0.885, -0.326, -0.379, -1.065, -0.331, -0.160, -0.853, 0.248, 0.330, 0.201, 0.405, 0.236, 0.390, 0.339, 0.227, 0.380, 0.281, 0.265, 0.329, 0.185, 0.409, 0.153, -0.576, -0.524, -0.478, -0.351, -0.337, 0.343, 0.271, 0.254, 0.334, 0.278, 0.257, 0.257, 0.267, -0.576, -0.433, 0.218, 0.257, 0.310, 0.251

***

Record 2
Entry from the Open Molecules 2025 dataset: an isolated ion of composition C3H11N2 and charge +1 (ωB97M-V/def2-TZVPD).

## Properties
**HOMO energy**: -0.5292 hartree
**ΔE to the lowest compared entry with this formula, charge and spin**: 53.2 kcal per mole
**Maximum force**: 5.84 eV Å⁻¹
**SMILES string**: C[NH2+]CCN
**Charge**: +1

Structure (XYZ):
```
16
C3H11N2, DFT ωB97M-V/def2-TZVPD
C 0.6215 0.9172 1.1285
N -0.8826 1.2049 1.1127
C 1.1300 0.2629 -0.1164
N 0.2503 -1.0783 -0.3610
C -1.0025 -1.1052 -1.3608
H 1.2229 1.7655 1.2475
H 0.7409 0.3026 2.0789
H -0.9336 1.7641 0.2567
H -0.9990 1.7962 1.9253
H 0.8662 0.8743 -1.0058
H 2.0265 -0.1927 -0.1423
H -0.2425 -1.3230 0.5983
H 0.9770 -1.9358 -0.4766
H -0.7317 -0.6640 -2.2438
H -1.2681 -2.2431 -1.5370
H -1.7753 -0.3456 -1.1041
```

Here is what Mulliken gives for the atomic charges, in e: -0.714, -0.528, -0.452, -0.407, -0.770, 0.410, 0.377, 0.223, 0.278, 0.302, 0.400, 0.414, 0.425, 0.401, 0.323, 0.318

***

Record 3
Entry from the Open Molecules 2025 dataset: C33H56ClN2O3PY as an isolated structure (ωB97M-V/def2-TZVPD).

## Properties
**HOMO energy (alpha / beta)**: -0.0596 / -0.0494 hartree
**Maximum force**: 3.32 eV Å⁻¹
**Charge**: -1

Structure (XYZ):
```
97
C33H56ClN2O3PY, DFT ωB97M-V/def2-TZVPD
Y -1.1006 1.0592 -0.7310
P 0.4255 -1.6536 -0.3113
Cl -3.0201 -0.4286 -0.3273
C -0.4014 0.6129 3.2178
H 0.1180 0.3284 4.1574
H -0.9567 -0.1903 2.6817
C -0.0017 -1.6816 -2.1762
C -0.5985 -2.9934 0.5497
C 0.6965 -2.7927 -2.9787
H -1.0859 -1.9044 -2.1468
C 0.1667 -2.8567 -4.4244
H 1.7823 -2.6211 -3.0017
H 0.5601 -3.7767 -2.5102
C 0.2686 -1.5163 -5.1684
H 0.7048 -3.6327 -4.9858
H -0.8896 -3.1569 -4.3710
C -0.2825 -0.3630 -4.3487
H 1.3223 -1.3101 -5.3940
H -0.2720 -1.5623 -6.1202
C 0.2445 -0.3290 -2.9051
H -0.0616 0.5987 -4.8297
H -1.3758 -0.4510 -4.2864
H 1.3190 -0.1053 -2.8699
H -0.2429 0.6285 -2.5512
C 2.2031 -2.2808 -0.1015
C -0.0325 -3.3745 1.9333
H -1.5646 -2.4690 0.6924
C -0.9777 -4.3061 2.7181
H 0.9372 -3.8862 1.8318
H 0.1707 -2.4808 2.5377
C -1.4014 -5.5476 1.9163
H -0.4939 -4.6204 3.6550
H -1.8771 -3.7397 3.0003
C -1.8682 -5.2043 0.4969
H -0.5449 -6.2346 1.8525
H -2.2084 -6.0688 2.4518
C -0.9070 -4.2628 -0.2577
H -2.0169 -6.1303 -0.0757
H -2.8524 -4.7209 0.5588
H 0.0158 -4.8220 -0.4754
H -1.3581 -4.0065 -1.2247
C 3.1955 -1.3693 -0.8396
H 2.3530 -2.1444 0.9894
C 4.6551 -1.6950 -0.4927
H 3.0564 -1.4473 -1.9286
H 2.9940 -0.3233 -0.5812
C 5.0117 -3.1817 -0.6508
H 5.3208 -1.0890 -1.1204
H 4.8422 -1.4019 0.5494
C 3.9756 -4.1105 -0.0085
H 5.0832 -3.4185 -1.7213
H 5.9983 -3.3713 -0.2050
C 2.5235 -3.7636 -0.3898
H 4.1911 -5.1546 -0.2775
H 4.0672 -4.0336 1.0827
H 2.3877 -3.9880 -1.4570
H 1.8455 -4.4339 0.1560
C 1.5914 1.7436 0.7626
C 1.6941 1.2673 2.0657
H 1.6220 1.0095 -0.0781
C 2.0798 2.2194 3.1455
H 1.6454 0.1864 2.2266
C 1.4372 3.5709 2.8403
H 1.7501 1.8242 4.0946
H 3.1721 2.3631 3.2037
C 2.0549 4.1125 1.5666
H 0.3608 3.4363 2.6964
H 1.5492 4.2691 3.6635
C 1.7570 3.1830 0.3741
H 1.7348 5.1376 1.3569
H 3.1441 4.1657 1.6795
H 0.8748 3.5726 -0.1707
H 2.5699 3.2709 -0.3666
C -4.5244 3.9879 -1.3347
C -4.4683 4.1211 0.1646
C -3.0603 4.3783 0.8024
C -2.5227 5.8132 0.4750
C -2.1332 6.0896 -0.9617
C -3.2398 4.3699 2.3438
O -3.6593 5.2798 3.0279
N -2.8558 3.1813 3.0203
C -1.9953 2.2955 2.4990
O -1.3752 1.5762 3.4473
N -1.7847 2.2182 1.2020
C -2.1382 3.2855 0.3926
O -1.6077 3.1788 -0.7897
H -4.3443 4.9364 -1.8377
H -5.5257 3.6630 -1.6226
H -3.8171 3.2576 -1.7353
H -5.1315 4.9331 0.4940
H -4.8418 3.2001 0.6290
H -3.2916 6.5403 0.7931
H -1.6412 5.9936 1.1119
H -2.9689 6.4955 -1.5406
H -1.3154 6.8205 -0.9892
H -1.7935 5.1778 -1.4563
H -3.0451 3.0536 4.0207
```

Here is what Mulliken gives for the atomic charges, in e: -0.871, 1.122, -0.546, -1.118, 0.436, 0.327, -0.206, 0.264, -0.818, 0.713, -1.008, 0.142, 0.199, -0.790, 0.390, 0.373, -0.738, 0.293, 0.414, 1.156, 0.410, 0.192, 0.268, -0.608, 0.156, -0.406, 0.478, -0.886, 0.194, -0.058, -0.666, 0.389, 0.355, -1.003, 0.304, 0.347, -0.565, 0.395, 0.390, 0.055, 0.289, -0.226, 0.508, -0.944, 0.200, -0.236, -0.750, 0.407, 0.368, -1.034, 0.317, 0.400, -0.352, 0.396, 0.388, 0.131, 0.071, 0.003, 0.083, 0.710, -1.284, 0.174, 0.303, 0.289, 0.485, -1.016, -0.503, 0.365, -0.628, 0.405, 0.372, -0.172, 0.409, -0.993, -0.880, 2.218, -0.647, -1.299, -0.650, -0.693, 0.078, -0.322, -0.548, 0.454, 0.582, -1.290, 0.219, 0.434, 0.078, 0.393, 0.416, 0.365, 0.387, 0.308, 0.360, 0.284, 0.343